ORCA calculation (ωB97M-V with the def2-TZVPD basis set) on a structure of composition C25H38N4O2 at a distorted geometry.

Properties
Total charge   0

Positions of all 69 atoms, in Å:
C 1.15722 -2.03058 1.79212
H 0.87852 -2.58257 2.56575
H 2.34890 -2.02377 1.66696
H 0.89047 -1.01380 1.77080
C 0.56458 -2.78994 0.25795
N 0.94959 -1.95944 -0.68743
C 2.05013 -2.32113 -1.21938
O 2.78424 -3.15656 -1.23983
C 2.44759 -1.21173 -2.60738
H 1.78175 -1.37541 -3.30283
C 2.51867 0.42291 -2.03956
H 2.88059 0.92004 -2.97836
H 1.59095 0.40577 -1.96739
C 3.45575 0.52034 -0.76792
C 3.29870 1.86121 -0.44503
C 4.06534 2.07480 1.06949
C 5.63752 1.61335 0.73723
C 5.70058 0.28003 0.28836
C 5.01056 0.20421 -1.11430
H 4.96966 -0.90064 -1.23027
H 5.24251 0.71544 -1.95375
H 6.66822 0.20103 0.16016
H 5.39069 -0.22772 1.05112
H 6.12253 1.97540 1.76970
H 5.99313 2.62057 -0.32148
H 3.84174 1.48999 1.73560
H 4.04878 2.96063 1.26780
H 2.29601 2.26652 -0.14799
H 3.57245 2.51875 -0.99175
H 3.09457 -0.26730 0.05498
H 3.46526 -1.45340 -2.97765
H 0.47028 -1.02948 -1.06408
H 0.93512 -3.60044 0.31300
C -1.02141 -2.75994 0.39896
N -1.60255 -1.45904 0.88799
C -1.42942 0.01790 0.32351
N -0.72739 0.27362 -0.84877
C -1.04439 1.71257 -0.48219
H -0.12635 2.29991 -0.79094
H -1.73861 2.02510 -1.55912
C -1.77842 1.97269 0.69144
N -2.41800 0.79613 1.16508
C -2.80597 0.13438 2.21511
H -3.76763 0.36140 2.46501
H -2.13473 0.50431 2.93793
C -2.47583 -1.39634 1.86319
H -2.26589 -2.02720 2.79927
C -3.84130 -2.01989 1.35969
C -4.45996 -0.92206 0.09775
C -4.10883 -1.07689 -1.03428
C -4.34694 -0.24023 -2.14333
C -5.27549 0.75675 -1.89091
C -5.65676 0.89030 -0.66425
C -5.37149 -0.11145 0.53616
H -5.76002 0.00207 1.53688
H -6.53684 1.69289 -0.17196
O -5.73086 1.52686 -2.86819
H -5.34041 1.39762 -3.57689
H -3.92740 -0.30072 -3.06671
H -3.11668 -1.93256 -1.01558
H -3.74871 -2.96703 0.88519
H -4.64546 -1.90744 2.23081
C -0.95742 2.76084 1.52073
H -0.28683 2.11613 1.93771
H -0.64143 3.60108 1.23859
H -1.54314 2.85684 2.52625
H -2.72763 2.56209 0.34625
H -1.28286 -3.29377 1.22635
H -1.47956 -2.95401 -0.52138

ORCA calculation (ωB97M-V with the def2-TZVPD basis set) on a structure of composition C25H38N4PdSSi.

Properties
Total charge   0

Positions of all 70 atoms, in Å:
Pd -0.59746 -0.20898 -0.68606
N 0.42779 -3.49165 -3.23602
C 0.24131 -2.29938 -2.64481
S -0.98947 -2.28151 -1.38156
N 0.97280 -1.30442 -3.08550
N 0.68155 -0.11844 -2.51190
C 1.36831 0.91306 -2.81599
C 2.51835 0.87751 -3.76200
C 3.63294 0.09098 -3.48550
C 4.70101 0.05571 -4.36879
C 4.66116 0.79527 -5.54393
C 3.54825 1.57307 -5.83149
C 2.48348 1.61740 -4.94232
C 0.92006 2.17911 -2.19416
C 1.61158 3.36913 -2.38373
C 1.10277 4.54570 -1.86000
C -0.10077 4.51053 -1.18456
C -0.70603 3.27964 -1.00273
N -0.20130 2.13224 -1.45291
H -0.02232 -4.30907 -2.86960
H 1.08375 -3.56534 -3.99355
H 3.65262 -0.49726 -2.57765
H 5.56606 -0.55559 -4.14273
H 5.49400 0.76266 -6.23501
H 3.50709 2.14449 -6.75092
H 1.61171 2.22146 -5.17011
H 2.53619 3.36560 -2.94501
H 1.63519 5.47948 -1.99542
H -0.56050 5.40691 -0.78972
H -1.64409 3.21580 -0.47342
C 0.28729 -3.29875 1.49544
C 0.12530 -2.00744 2.31176
C -0.32692 -2.40953 3.72766
C 1.53268 -1.40149 2.40910
Si -1.08566 -0.70450 1.52792
C -2.94836 -1.23755 1.76258
C -3.84465 -0.48679 0.76356
C -3.50462 -1.02319 3.17787
C -3.10208 -2.73027 1.42932
C -0.76564 1.02677 2.37534
C -1.94845 1.94121 2.03504
C 0.51535 1.69016 1.83658
C -0.66380 0.99554 3.90669
H 0.92421 -3.99366 2.06157
H 0.77110 -3.10316 0.53830
H -0.65554 -3.80087 1.29237
H 0.44391 -3.04466 4.18390
H -1.24957 -2.99090 3.70797
H -0.47952 -1.55616 4.38600
H 2.24137 -2.18101 2.71814
H 1.59230 -0.60063 3.14635
H 1.86928 -1.01106 1.44345
H -3.89190 0.58203 0.96345
H -4.86841 -0.87942 0.82737
H -3.49640 -0.62317 -0.25589
H -3.53810 0.03069 3.45987
H -2.92551 -1.55502 3.93510
H -4.53417 -1.40132 3.22335
H -2.70765 -2.98012 0.44374
H -4.16818 -2.99206 1.42934
H -2.61009 -3.36528 2.16584
H -2.14544 1.96367 0.96531
H -1.73704 2.96605 2.37041
H -2.86414 1.61804 2.52781
H 0.58257 1.66750 0.74990
H 1.41587 1.21813 2.22501
H 0.53692 2.74618 2.14270
H -1.53978 0.53454 4.36807
H -0.59653 2.02591 4.28401
H 0.22400 0.46751 4.25485

ORCA calculation (ωB97M-V with the def2-TZVPD basis set) on a structure of composition C25H38N9O2S3Tl.

Properties
Total charge   0

Positions of all 78 atoms, in Å:
Tl -0.03919 0.17435 -1.22322
C -3.65849 2.97678 -3.20305
C -2.53089 2.41902 -2.38606
N -2.43837 1.18842 -2.02520
N -3.52000 0.41079 -2.29833
C -3.32908 -0.88878 -2.25715
N -4.48255 -1.61796 -2.38505
S -1.87766 -1.79914 -2.09581
C -1.47208 3.35279 -1.93682
C -1.47002 4.69398 -2.33092
C -0.50139 5.54616 -1.82970
C 0.44686 5.05408 -0.94549
C 0.38288 3.70729 -0.61993
N -0.54358 2.88792 -1.09505
H -4.34651 2.18254 -3.46870
H -3.26927 3.43259 -4.11568
H -4.20504 3.74803 -2.65477
H -5.28367 -1.10719 -2.72050
H -4.37843 -2.57181 -2.68406
H -2.21663 5.06502 -3.01599
H -0.49301 6.58787 -2.12469
H 1.21114 5.68871 -0.51801
H 1.10887 3.25868 0.05260
C 3.49844 3.49872 -2.59340
N 2.28912 2.91096 -3.13686
C 2.04547 1.66043 -3.56598
S 0.59340 1.31337 -4.35225
N 2.94200 0.66887 -3.37954
C 4.00134 0.54675 -2.38672
H 3.31241 4.56354 -2.47466
H 4.34115 3.38299 -3.27644
H 3.76537 3.09372 -1.61854
H 1.50287 3.52319 -3.28204
H 2.60812 -0.19267 -3.78041
H 3.62653 0.68603 -1.37072
H 4.83253 1.22097 -2.57867
H 4.38350 -0.46989 -2.45399
C -3.43618 2.95617 2.71185
N -2.64205 1.75007 2.54322
C -2.32829 0.91713 3.69109
C -2.10119 1.47064 1.34822
O -1.35336 0.52912 1.12766
H -3.84953 2.96368 3.71748
H -4.26576 2.98023 2.00475
H -2.83590 3.85966 2.58747
H -3.19865 0.85630 4.34277
H -1.48370 1.31723 4.25809
H -2.07019 -0.07983 3.34336
H -2.39813 2.16710 0.55114
C 3.85075 -5.62091 1.01432
C 3.68309 -4.11036 0.94388
C 2.21294 -3.71875 0.87047
N 2.01806 -2.27384 0.84032
C 2.26989 -1.41663 1.84122
S 2.76513 0.14592 1.57343
N 2.14045 -1.87949 3.13811
C 1.27416 -2.78119 3.76994
O 1.57008 -3.16484 4.87984
C 0.02386 -3.20987 3.08741
C -0.68378 -2.36592 2.23888
C -1.86814 -2.80139 1.66243
C -2.33143 -4.08203 1.92563
C -1.63347 -4.92109 2.78681
C -0.46153 -4.48344 3.37827
H 4.90179 -5.89973 1.07726
H 3.42959 -6.10647 0.13232
H 3.34499 -6.03042 1.89027
H 4.20658 -3.70893 0.07192
H 4.13233 -3.63705 1.82096
H 1.65601 -4.15810 1.69840
H 1.75154 -4.11099 -0.03754
H 2.08623 -1.82889 -0.06382
H 2.69896 -1.36314 3.80427
H -0.34562 -1.35681 2.04917
H -2.40459 -2.14614 0.98924
H -3.24519 -4.42738 1.45964
H -2.00643 -5.91459 2.99781
H 0.09053 -5.11216 4.06386

ORCA calculation (ωB97M-V with the def2-TZVPD basis set) on a structure of composition C25H38NOOs at a distorted geometry.

Properties
2S+1   5
Total charge   +1

Positions of all 66 atoms, in Å:
C 0.42854 0.00046 -2.16014
C 0.81900 -1.23830 -1.56668
C 1.99600 -1.02312 -0.78706
C 2.35910 0.36911 -0.90572
C 1.35667 1.01364 -1.73624
Os 0.45723 0.33392 -0.00669
C 1.13524 1.73059 3.42696
C 0.31056 1.93725 2.33523
H -0.72952 1.70829 2.44230
C 0.67800 2.10796 0.95413
H 1.63455 2.61093 0.77603
H -0.13516 2.55642 0.33774
C 0.40114 0.97886 4.52922
H -0.50939 0.59848 4.08975
H 0.99670 0.11864 4.79594
H 0.11213 1.46686 5.42356
C 2.40218 0.99212 3.08730
H 2.24136 0.53328 2.12239
H 3.32761 1.49143 2.99459
H 2.53990 0.17225 3.78556
C 0.23313 -2.56137 -1.94062
H -0.85663 -2.48166 -1.96577
H 0.58287 -2.88961 -2.93300
H 0.47434 -3.31692 -1.19415
C 2.84298 -2.09955 -0.17826
H 2.21131 -2.91333 0.18142
H 3.54665 -2.51529 -0.91380
H 3.41899 -1.70960 0.66301
C 3.61437 1.02004 -0.42263
H 4.14402 0.36335 0.26981
H 4.28111 1.25802 -1.26027
H 3.38872 1.95600 0.09231
C 1.33203 2.43807 -2.17342
H 1.77683 3.08122 -1.41412
H 1.87043 2.57247 -3.11634
H 0.29479 2.75179 -2.31709
C -0.56583 0.16763 -3.26136
H -1.00091 1.16779 -3.22910
H -0.07958 0.03360 -4.23830
H -1.35518 -0.58088 -3.17026
C -0.58373 -3.71449 0.78962
C -0.21013 -2.81919 1.84496
C -0.63513 -5.03403 0.75810
C 0.73071 -3.50296 2.70161
H -0.32666 -1.77703 2.16683
C 0.18144 -5.68351 1.72927
H -1.18984 -5.58626 0.01054
C 0.90935 -4.89007 2.63679
H 1.28781 -2.92265 3.43053
H 0.20308 -6.73235 1.75032
H 1.58084 -5.36787 3.33042
C -5.44384 1.51541 -0.81053
N -4.15991 0.88942 -1.11525
C -3.99477 0.30860 -2.43758
C -3.11943 0.84773 -0.25894
C -3.29965 1.41343 1.12427
O -2.04807 0.33905 -0.63341
H -6.06413 1.44621 -1.70612
H -5.31976 2.57569 -0.54395
H -5.95495 1.00179 0.01732
H -3.24942 0.85664 -3.02619
H -3.69645 -0.74494 -2.37204
H -4.96071 0.37812 -2.94049
H -3.06701 0.63018 1.85963
H -2.59531 2.24510 1.26753
H -4.31348 1.77763 1.31459

Short version: electronic energy = -36571.153 -54695.863 -81248.776 -32532.703 eV, in the order given.